# 1
Formula: C29H28N4O5
Source: the OMol25 dataset
Level of theory: ωB97M-V/def2-TZVPD

Structure (XYZ):
```
66
C29H28N4O5 | the OMol25 dataset | ωB97M-V/def2-TZVPD
O 0.250 -2.588 3.697
N 0.315 -1.404 4.040
O 1.167 -0.981 4.828
C -0.665 -0.461 3.498
C -0.670 0.871 3.888
C -1.584 1.757 3.347
C -2.518 1.322 2.443
C -2.558 -0.033 2.048
C -3.545 -0.465 1.163
N -3.671 -1.781 0.678
O -4.619 -2.038 -0.088
O -2.857 -2.655 1.022
C -1.587 -0.905 2.586
H 0.062 1.198 4.609
H -1.550 2.799 3.623
H -3.221 2.017 2.014
H -4.301 0.226 0.846
H -1.548 -1.933 2.257
C 4.898 -0.585 3.673
C 4.179 -0.005 2.512
C 3.911 -0.789 1.401
C 3.213 -0.289 0.319
C 2.946 -1.160 -0.851
C 2.734 1.027 0.360
N 2.013 1.576 -0.765
C 0.752 1.262 -1.259
C -0.091 0.167 -0.804
C -1.289 -0.180 -1.557
C -1.592 -1.462 -1.891
C -2.661 -1.861 -2.766
C -2.611 -3.104 -3.419
C -3.607 -3.483 -4.290
C -4.685 -2.646 -4.524
C -4.751 -1.413 -3.897
C -3.749 -1.020 -3.039
O 0.244 -0.514 0.178
N 0.552 2.057 -2.374
C -0.532 2.038 -3.355
C 1.676 2.838 -2.568
C 2.570 2.542 -1.596
C 3.026 1.836 1.467
C 2.625 3.264 1.477
C 3.744 1.312 2.526
H 5.153 0.182 4.404
H 4.280 -1.334 4.168
H 5.824 -1.063 3.354
H 4.236 -1.815 1.384
H 2.702 -0.577 -1.738
H 3.814 -1.776 -1.091
H 2.097 -1.811 -0.643
H -1.918 0.611 -1.922
H -0.913 -2.227 -1.564
H -1.766 -3.749 -3.257
H -3.548 -4.431 -4.802
H -5.467 -2.949 -5.204
H -5.594 -0.766 -4.082
H -3.812 -0.069 -2.544
H -0.270 2.656 -4.213
H -0.695 1.021 -3.708
H -1.450 2.437 -2.925
H 1.817 3.513 -3.392
H 3.567 2.928 -1.493
H 2.668 3.676 2.485
H 3.289 3.858 0.848
H 1.608 3.390 1.105
H 3.963 1.939 3.375
```

energy above the lowest of the compared OMol25 structures with the same formula, charge and spin: 996.76 kJ/mol
lowest unoccupied orbital energy: -1.90 eV
molar mass: 512.57 g/mol
largest force on an atom: 3.8 eV Å⁻¹

***

# 2
Formula: C46H108BrN6O2
Source: the OMol25 dataset
Level of theory: ωB97M-V/def2-TZVPD

Structure (XYZ):
```
163
C46H108BrN6O2 | the OMol25 dataset | ωB97M-V/def2-TZVPD
C 4.928 3.291 -0.662
C 4.896 4.787 -1.165
C 5.226 5.901 -0.121
C 4.277 5.893 1.143
N 4.464 7.187 1.951
C 3.999 7.051 3.414
C 5.159 6.341 4.183
C 6.405 6.814 3.479
C 5.942 7.557 2.230
C 3.670 8.283 1.239
H 4.284 3.120 0.196
H 5.959 3.326 -0.308
H 4.810 2.657 -1.535
H 3.896 5.062 -1.514
H 5.566 4.846 -2.019
H 5.165 6.927 -0.483
H 6.197 5.805 0.364
H 4.560 5.028 1.746
H 3.235 5.664 0.913
H 3.958 8.096 3.716
H 3.083 6.477 3.517
H 5.164 6.537 5.253
H 4.957 5.276 4.053
H 7.079 7.502 3.991
H 7.137 6.048 3.213
H 6.050 8.630 2.385
H 6.428 7.332 1.284
H 4.300 8.440 0.367
H 3.388 9.151 1.825
H 2.769 7.784 0.884
C -1.632 -6.876 -3.786
C -2.014 -5.398 -4.000
C -2.471 -4.804 -2.647
C -3.217 -3.457 -2.744
N -4.175 -3.170 -1.564
C -5.439 -4.017 -1.608
C -6.606 -3.076 -1.658
C -6.058 -1.823 -1.038
C -4.690 -1.712 -1.675
C -3.439 -3.432 -0.259
H -2.489 -7.539 -3.886
H -0.984 -7.098 -2.938
H -0.983 -7.198 -4.606
H -2.799 -5.347 -4.757
H -1.131 -4.885 -4.388
H -1.560 -4.665 -2.060
H -3.030 -5.615 -2.177
H -3.930 -3.445 -3.570
H -2.540 -2.612 -2.858
H -5.481 -4.686 -0.750
H -5.451 -4.697 -2.461
H -7.508 -3.443 -1.167
H -6.986 -2.801 -2.644
H -5.893 -1.773 0.037
H -6.727 -1.077 -1.472
H -4.136 -0.920 -1.163
H -4.579 -1.397 -2.713
H -3.985 -3.292 0.670
H -2.552 -2.805 -0.361
H -3.035 -4.444 -0.264
C -3.485 -2.995 -8.212
C -3.427 -2.447 -6.760
C -2.090 -1.764 -6.431
C -0.840 -2.586 -6.694
N 0.472 -1.783 -6.542
C 1.643 -2.593 -7.111
C 2.748 -2.445 -6.069
C 1.858 -2.584 -4.792
C 0.823 -1.569 -5.080
C 0.408 -0.464 -7.259
H -4.458 -3.458 -8.342
H -2.643 -3.678 -8.340
H -3.251 -2.301 -9.022
H -3.493 -3.392 -6.210
H -4.267 -1.848 -6.411
H -2.184 -1.532 -5.364
H -2.043 -0.829 -6.987
H -0.789 -2.870 -7.744
H -0.640 -3.433 -6.039
H 1.890 -2.223 -8.102
H 1.515 -3.673 -7.043
H 3.202 -1.486 -6.332
H 3.518 -3.212 -6.035
H 2.513 -2.434 -3.935
H 1.460 -3.598 -4.730
H 1.160 -0.551 -4.867
H -0.098 -1.527 -4.491
H 1.354 0.071 -7.331
H -0.272 0.222 -6.762
H 0.103 -0.747 -8.266
C 1.864 -1.245 4.739
C 1.606 -2.653 5.284
C 0.254 -3.117 4.734
C -0.219 -4.440 5.357
N -1.301 -5.067 4.471
C -1.831 -6.294 5.235
C -1.277 -7.530 4.515
C -1.119 -7.084 3.097
C -0.692 -5.613 3.140
C -2.472 -4.194 4.164
H 2.242 -1.260 3.709
H 2.721 -0.731 5.181
H 1.054 -0.512 4.737
H 1.612 -2.649 6.376
H 2.331 -3.430 5.039
H 0.295 -3.056 3.645
H -0.465 -2.352 5.043
H -0.680 -4.279 6.331
H 0.540 -5.205 5.518
H -2.911 -6.356 5.110
H -1.595 -6.255 6.295
H -1.927 -8.374 4.740
H -0.304 -7.853 4.894
H -2.073 -7.084 2.567
H -0.301 -7.541 2.542
H -0.969 -5.118 2.213
H 0.380 -5.587 3.326
H -2.139 -3.354 3.558
H -2.971 -3.951 5.100
H -3.177 -4.732 3.530
C -0.782 4.425 4.690
N -0.960 5.836 4.166
C 0.244 6.276 3.407
C -2.176 5.860 3.264
C -1.240 6.855 5.320
C -2.112 6.287 6.456
O -2.682 7.365 7.155
H -1.758 4.060 5.000
H -0.001 4.341 5.441
H -0.547 3.796 3.829
H 0.431 5.698 2.503
H 1.071 6.115 4.097
H 0.136 7.327 3.145
H -2.975 5.550 3.931
H -2.061 5.313 2.331
H -2.312 6.893 2.945
H -1.565 7.709 4.731
H -0.256 6.989 5.769
H -1.486 5.602 7.023
H -2.954 5.720 6.037
H -3.084 7.903 6.464
C -0.404 1.692 -0.721
N 0.931 0.983 -0.862
C 1.100 0.306 -2.163
C 2.064 2.067 -0.771
C 1.205 -0.016 0.264
C 0.114 -1.086 0.481
O 0.144 -1.934 -0.643
H -1.232 1.010 -0.886
H -0.276 2.507 -1.433
H -0.521 2.177 0.246
H 0.236 -0.231 -2.544
H 2.007 -0.237 -2.415
H 1.149 1.216 -2.777
H 2.060 2.562 0.194
H 2.002 2.776 -1.595
H 2.932 1.443 -0.966
H 1.302 0.531 1.208
H 2.216 -0.376 0.081
H -0.839 -0.607 0.716
H 0.613 -1.681 1.256
H 0.351 -2.859 -0.334
Br 1.326 -4.826 0.042
```

energy above the lowest of the compared OMol25 structures with the same formula, charge and spin: 360.14 kJ/mol
net charge: +5
lowest unoccupied orbital energy: -10.34 eV
molar mass: 857.31 g/mol
largest force on an atom: 3.3 eV Å⁻¹

***

# 3
Formula: C5H5NO2
Source: the OMol25 dataset
Level of theory: ωB97M-V/def2-TZVPD

Structure (XYZ):
```
13
C5H5NO2 | the OMol25 dataset | ωB97M-V/def2-TZVPD
C -0.030 1.601 -1.494
C 0.443 0.468 -0.526
C 1.540 0.003 -0.021
C -0.244 -0.761 0.981
C -1.200 -1.663 1.693
H -0.517 2.466 -0.999
H 0.883 2.116 -2.020
H -0.707 0.891 -2.241
H 2.711 -0.093 -0.239
H -0.888 -2.243 2.579
N 1.019 -0.912 1.048
O -2.303 -1.885 1.206
O -0.708 0.013 0.033
```

energy above the lowest of the compared OMol25 structures with the same formula, charge and spin: 254.60 kJ/mol
SMILES string: Cc1cnc(C=O)o1
lowest unoccupied orbital energy: 0.16 eV
molar mass: 111.10 g/mol
largest force on an atom: 7.0 eV Å⁻¹